[1]
C35H41CeCl2N2OP3 | the ωB97M-V functional and the def2-TZVPD basis

Positions of all 85 atoms, in Å:
H1 3.04 2.89 -0.77
H2 2.14 0.20 6.96
C1 -0.96 -1.03 -4.83
H3 -2.04 0.79 7.09
C2 -0.55 0.07 -4.10
C3 5.32 2.18 -3.16
H4 2.56 -1.83 4.04
C4 -0.91 3.35 -1.82
H5 -0.26 -3.40 0.64
H6 -0.99 1.04 -4.29
C5 -4.35 -2.80 1.26
H7 1.74 1.32 0.19
H8 5.35 3.39 -1.38
H9 -1.95 2.00 4.91
C6 -0.01 -0.13 8.56
H10 -1.17 0.96 -1.85
C7 -1.75 -0.97 1.87
C8 2.54 -2.10 0.81
C9 3.25 1.05 -3.62
O1 -1.87 0.59 -1.30
C10 -1.10 5.21 -3.32
H11 3.28 -2.88 0.98
H12 2.67 0.39 -4.25
H13 6.35 2.41 -3.42
C11 -0.43 -2.29 -4.57
H14 -2.54 -3.43 -1.28
N1 -0.01 -0.13 9.71
C12 2.09 -2.69 3.58
C13 0.53 -2.44 -3.58
C14 0.86 0.98 -0.34
C15 2.69 1.59 -2.46
H15 -0.75 -3.15 -5.15
C16 -2.17 -0.96 0.58
H16 -0.83 -1.10 -1.08
P1 -3.64 -1.71 0.00
C17 -1.09 0.76 6.56
C18 -1.01 1.59 5.26
H17 -3.63 -3.56 1.54
P2 0.95 1.30 -2.06
Cl1 2.16 1.01 2.60
N2 0.13 1.69 4.41
H18 0.96 -3.41 -3.38
C19 -0.08 4.69 -4.10
C20 1.23 1.27 5.25
H19 4.99 0.92 -4.86
C21 0.95 -1.34 -2.85
H20 -5.87 -1.05 -0.71
H21 -1.20 2.83 -0.91
C22 0.53 3.50 -3.74
C23 -1.23 -0.34 -0.40
H22 2.25 1.48 4.96
C24 1.19 0.40 6.48
H23 -4.61 0.03 -1.33
H24 2.10 -2.22 -0.18
C25 0.10 2.81 -2.61
C26 -3.32 -2.70 -1.48
C27 -4.94 -0.53 -0.47
C28 0.41 -0.08 -3.11
C29 4.77 2.73 -2.01
H25 -2.35 -1.45 2.65
H26 -4.22 -3.22 -1.80
H27 -2.99 -2.05 -2.29
H28 2.84 -3.44 3.34
H29 -0.57 -3.71 2.35
C30 -1.51 4.55 -2.17
Ce1 -0.01 -0.13 2.37
H30 3.03 -1.13 0.85
H31 -5.12 0.15 0.36
Cl2 -0.38 -0.90 4.67
H32 -1.57 6.15 -3.60
H33 -1.70 -0.91 -5.61
C31 -0.01 -0.13 7.12
C32 4.56 1.35 -3.96
H34 1.34 3.10 -4.35
C33 0.21 -3.59 1.60
H35 0.80 -4.50 1.54
H36 -4.62 -2.22 2.14
H37 1.71 -1.45 -2.09
C34 3.46 2.45 -1.66
H38 -2.29 4.96 -1.55
H39 1.36 -3.09 4.27
P3 1.22 -2.14 2.07
C35 -0.06 0.27 0.37
H40 -5.25 -3.27 0.87
H41 0.25 5.21 -4.99

The value obtained for the LUMO energy is -6.431 eV. Its charge is +2. The gap between HOMO and LUMO comes out at 6.2 eV. For the HOMO energy, the calculation gives -12.604 eV.

Löwdin atomic charge list, values in e, 6 entries: atom 1 (H): 0.114, atom 2 (H): 0.114, atom 3 (C): -0.042, atom 4 (H): 0.104, atom 5 (C): -0.053, atom 6 (C): -0.039

***

[2]
C5H8N2O2 | the ωB97M-V functional and the def2-TZVPD basis

Positions of all 17 atoms, in Å:
C1 0.40 -2.06 -0.43
H1 -0.70 2.03 0.96
C2 1.36 0.56 -0.84
C3 -0.09 -1.21 0.24
H2 -1.77 1.34 -0.30
H3 4.03 -0.19 0.23
H4 0.91 -2.76 -1.09
H5 -1.67 -0.45 1.43
C4 -0.63 -0.08 0.97
H6 -0.10 0.17 1.85
H7 -0.18 1.18 -1.68
N1 0.26 1.40 -0.81
C5 -0.74 1.24 0.29
O1 2.30 1.07 1.25
H8 1.65 0.15 -1.77
O2 3.09 -0.58 -0.12
N2 2.17 0.39 0.16

As for the SMILES: C#CCCN/C=[N+](\[O-])O. The value obtained for the LUMO energy is 0.702 eV. The gap between HOMO and LUMO comes out at 8.4 eV. For the HOMO energy, the calculation gives -7.690 eV.

Löwdin atomic charge list, values in e, 6 entries: atom 1 (C): 0.107, atom 2 (H): 0.082, atom 3 (C): -0.165, atom 4 (C): -0.159, atom 5 (H): 0.156, atom 6 (H): 0.197

***

[3]
C56H47F9I2NO7 | the ωB97M-V functional and the def2-TZVPD basis

Positions of all 122 atoms, in Å:
C1 -2.51 -2.97 -1.36
C2 -1.67 6.42 -0.73
N1 0.85 -3.28 -1.28
H1 -1.87 -2.44 -2.15
C3 -5.30 2.07 -6.42
H2 -5.07 -0.59 -10.21
H3 -5.65 1.50 -9.03
H4 1.88 3.37 1.85
H5 -4.33 2.51 -1.18
C4 2.54 -0.22 1.85
C5 -4.45 -0.28 -6.40
H6 -3.26 -2.18 -0.98
F1 9.52 -3.77 3.42
H7 -0.75 -5.25 0.93
C6 0.42 -4.05 5.06
H8 6.45 -1.88 0.11
H9 -5.16 4.46 -2.45
C7 0.64 -3.11 3.82
C8 -4.34 -1.57 -8.43
H10 5.73 1.97 5.26
H11 -2.58 -5.20 0.80
I1 3.51 -3.46 -3.06
F2 6.02 -5.58 1.88
H12 5.83 -0.45 3.12
C9 -1.89 -2.31 4.00
H13 -5.56 -4.73 -1.79
H14 1.70 5.77 2.40
C10 -0.41 -1.22 2.03
C11 2.24 -2.79 -1.40
H15 1.30 -4.67 5.44
C12 -4.66 -4.61 -1.09
H16 -3.47 -1.70 2.49
H17 -4.43 -5.68 -0.71
H18 5.87 1.43 2.79
C13 -3.39 -4.16 -1.99
C14 4.37 -1.30 -0.46
C15 1.16 3.99 1.33
C16 -2.10 -3.26 5.24
C17 -0.05 -2.86 -0.22
C18 1.97 -1.28 0.78
C19 -4.99 0.80 -7.11
C20 5.96 0.88 4.95
H19 -2.29 11.55 0.68
F3 4.38 -3.09 1.98
C21 -4.90 -0.50 -9.14
F4 4.23 -4.52 0.20
H20 -3.13 -3.29 5.75
C22 7.53 -3.53 2.03
C23 -1.61 -5.02 0.19
H21 5.96 -0.31 6.92
H22 -4.85 -3.93 -0.19
F5 7.73 -4.99 4.10
C24 -2.75 8.64 -1.02
C25 -4.52 1.10 -4.26
C26 -0.01 7.57 1.34
C27 -5.22 0.68 -8.48
C28 0.49 -1.82 0.83
C29 -0.96 -4.13 5.81
H23 5.08 -1.18 5.57
C30 5.09 -3.56 0.85
H24 -1.24 3.78 -1.06
C31 -0.51 -2.22 3.29
H25 4.62 -0.42 0.22
O1 2.12 0.98 1.84
F6 8.98 -5.61 2.20
C32 -1.57 -3.44 -0.11
C33 0.12 6.14 0.98
C34 -5.02 2.19 -4.97
C35 -4.99 3.52 -2.96
C36 5.49 -2.44 -0.22
C37 -4.52 2.42 -2.24
H26 -1.13 -4.78 6.72
F7 7.02 -4.77 -0.01
C38 -3.19 -1.45 3.58
H27 -3.68 -2.29 -6.52
H28 -3.91 0.37 -2.32
O2 0.71 8.06 2.19
H29 4.31 0.33 6.45
H30 -2.76 -5.07 -2.35
H31 -4.07 -2.48 -8.95
H32 -3.85 -3.74 -2.97
H33 -0.61 10.16 1.83
H34 1.67 -3.06 3.31
O3 -3.79 -1.12 -4.30
H35 -1.47 -1.09 1.58
C39 -1.03 8.40 0.65
I2 0.28 -4.62 -2.79
C40 -4.22 -0.17 -4.94
O4 -5.79 3.00 -7.04
H36 7.09 0.65 5.00
H37 -0.09 -0.17 2.36
H38 -3.65 10.59 -1.17
C41 -1.82 7.85 -0.36
C42 -5.25 3.41 -4.32
H39 5.76 -2.90 -1.24
C43 -0.70 5.59 0.00
C44 5.43 0.57 3.44
C45 -4.29 1.22 -2.89
C46 -4.12 -1.46 -7.06
C47 -2.15 10.51 0.38
C48 8.41 -4.56 2.95
C49 -2.92 9.97 -0.65
H40 -4.07 -1.69 4.26
O5 3.97 0.60 3.41
H41 0.40 2.37 0.13
H42 -3.36 8.23 -1.82
O6 -2.35 5.94 -1.62
H43 -1.51 -5.69 -0.72
F8 8.48 -2.90 1.18
C50 2.86 -1.81 -0.38
C51 1.05 5.34 1.64
C52 6.42 -4.38 1.24
F9 7.02 -2.56 2.93
C53 -1.21 9.73 1.03
C54 -0.60 4.23 -0.30
H44 -2.96 -0.31 3.64
C55 5.27 -0.15 6.01
O7 3.48 -0.54 2.87
C56 0.32 3.43 0.37
H45 -5.62 4.27 -4.87
H46 4.52 -0.92 -1.54
H47 -2.04 -2.93 0.82

The value obtained for the LUMO energy is -4.640 eV. Its charge is +1. The gap between HOMO and LUMO comes out at 6.2 eV. For the HOMO energy, the calculation gives -10.822 eV.

Löwdin atomic charge list, values in e, 6 entries: atom 1 (C): -0.195, atom 2 (C): -0.282, atom 3 (N): -0.436, atom 4 (H): 0.087, atom 5 (C): -0.277, atom 6 (H): 0.111

***

[4]
C37H22F4N10NaOS | the ωB97M-V functional and the def2-TZVPD basis

Positions of all 76 atoms, in Å:
H1 -3.24 -0.18 -5.59
C1 -3.96 -1.06 -3.79
H2 -0.65 4.36 3.59
C2 1.88 -0.66 -2.73
C3 -3.38 -3.78 2.93
F1 5.63 0.80 -3.37
C4 -0.12 1.04 2.94
N1 -1.71 2.67 1.98
C5 6.40 -1.39 -4.64
F2 2.40 -2.64 -3.81
F3 0.66 -1.15 -2.56
C6 -3.35 1.24 -3.96
C7 -0.17 3.39 3.68
H3 3.44 -4.04 -0.12
C8 0.98 0.90 3.82
C9 -2.88 3.73 0.45
C10 2.37 -4.18 -0.21
N2 7.48 -1.12 -4.93
C11 3.49 1.07 -2.55
N3 -2.98 2.21 2.12
O1 -4.37 0.57 -0.62
C12 4.80 -3.15 -4.79
H4 0.77 4.51 6.28
C13 4.13 -1.02 -3.66
H5 1.45 5.28 4.85
H6 -3.97 -4.54 3.41
H7 -0.15 -4.25 0.83
H8 2.12 -5.16 0.20
C14 -2.02 -3.78 2.73
C15 1.61 -3.08 0.50
C16 -3.80 -2.56 2.37
Na1 -2.76 0.14 0.68
H9 -3.56 2.27 -2.07
H10 -0.68 4.04 0.74
C17 1.22 1.46 -1.62
H11 1.45 -0.08 3.89
C18 2.16 0.65 -2.27
N4 1.55 3.94 -0.97
N5 -2.78 -1.88 1.88
C19 -1.63 3.59 0.99
C20 -0.40 -2.28 1.59
N6 4.67 -4.22 -5.18
C21 -0.06 1.01 -1.20
C22 -4.30 -0.94 -2.41
C23 0.10 -0.97 1.74
C24 1.42 -0.79 1.26
C25 4.41 0.29 -3.19
F4 3.89 2.29 -2.16
N7 -1.69 -2.64 2.10
N8 -1.11 0.79 -0.77
H12 2.31 1.76 5.24
H13 -4.08 -2.05 -4.21
H14 2.41 4.13 5.77
C26 2.14 -1.81 0.66
C27 -3.68 2.84 1.19
C28 1.46 1.94 4.58
H15 -1.25 -4.50 2.99
H16 -3.17 4.36 -0.37
C29 -3.50 -0.03 -4.55
C30 1.40 4.34 5.40
C31 2.80 -1.43 -3.38
C32 0.32 -3.28 0.96
H17 2.13 -4.21 -1.28
C33 -0.66 2.35 2.90
H18 1.86 0.20 1.35
S1 -4.86 -2.22 -1.46
H19 3.15 -1.59 0.30
H20 -2.97 2.09 -4.50
H21 -4.72 2.61 1.07
C34 0.90 3.22 4.54
N9 -0.68 0.03 2.23
C35 5.07 -1.82 -4.33
C36 -3.67 1.36 -2.64
H22 -4.79 -2.15 2.29
N10 -4.12 0.33 -1.89
C37 1.45 2.83 -1.27

Its spin multiplicity is 2. The value obtained for the LUMO energy (alpha / beta) is 3.624 / 1.990 eV. Its charge is -2. The gap between HOMO and LUMO (alpha / beta) comes out at 5.6 / 3.9 eV. For the HOMO energy (alpha / beta), the calculation gives -1.964 / -1.956 eV.

Löwdin atomic charge list, values in e, 6 entries: atom 1 (H): 0.091, atom 2 (C): -0.130, atom 3 (H): 0.119, atom 4 (C): -0.159, atom 5 (C): -0.076, atom 6 (F): 0.096